1.
The following is a quantum chemistry calculation of the ion C4H6N7 with charge +1 in a non-equilibrium geometry, from the OMol25 dataset.

## Properties
- Energy: -14660.8782 eV
- Total charge: +1

Last column: natural (NBO) charge in e.
Positions of all 17 atoms, in Å:
C 3.0282 -0.0481 0.4853  -0.2693
C 2.4353 -1.2385 0.0969  0.0954
C 2.0718 0.9985 0.5954  0.0815
C -1.4458 0.6442 -1.1998  -0.1262
N 1.3203 -1.2781 -0.5220  -0.2239
N 0.8243 0.9365 0.0611  -0.3093
N -2.4872 0.5663 -0.1750  -0.0004
N -3.1035 -0.1076 0.4846  0.4181
N 0.5426 -0.2115 -0.6176  0.2747
N -4.0338 -0.5811 0.9473  -0.3093
N -0.6394 -0.4675 -1.0885  -0.3416
H 3.9661 -0.0972 0.8380  0.2415
H 2.9843 -2.1354 0.2866  0.2310
H 2.0603 1.9387 1.1190  0.2431
H -2.1115 0.5242 -2.2089  0.2648
H -1.1315 1.6702 -0.8885  0.2672
H -4.2807 -1.1136 1.7858  0.4627

=====

2.
The following is a quantum chemistry calculation of a structure of composition C4H6NO in a non-equilibrium geometry, from the OMol25 dataset.

## Properties
- Energy: -7773.3846 eV
- Total charge: +1

Last column: natural (NBO) charge in e.
Positions of all 12 atoms, in Å:
C -0.3737 0.8185 -0.0954  0.2146
C -0.1174 0.2904 1.9765  0.8685
C -0.5043 1.5491 1.2930  -0.5769
C -0.0401 -1.5796 -0.6269  -0.4353
N -0.2366 -0.3908 0.1949  -0.3488
O -0.0440 -0.4595 2.8436  -0.3013
H -0.3228 1.2120 -1.0986  0.2352
H -0.2132 2.5567 1.5514  0.3171
H -1.5784 1.5168 1.4623  0.2995
H 0.5784 -2.1831 -0.0603  0.2426
H 0.1625 -1.3585 -1.6800  0.2391
H -1.0224 -2.0318 -0.7083  0.2458

=====

3.
The following is a quantum chemistry calculation of the ion C4H6NO2 with charge -1 in a non-equilibrium geometry, from the OMol25 dataset.

## Properties
- Energy: -9828.2572 eV
- Total charge: -1

Last column: natural (NBO) charge in e.
Positions of all 13 atoms, in Å:
C 0.0154 -1.7963 -0.5097  -0.4010
C -1.6033 -0.4688 -0.2355  0.9325
C 0.6219 1.6686 0.7349  -0.6254
C 1.0150 0.2719 0.2829  -0.2098
N 0.0888 -0.6261 0.0308  -0.3359
O -2.4233 -0.7985 0.5981  -0.6797
O -1.5544 -0.1147 -1.4058  -0.7178
H -0.9693 -2.2000 -0.9330  0.1934
H 0.9050 -2.2417 -1.0005  0.1304
H -0.3473 2.0057 0.3322  0.2123
H 1.4191 2.4831 0.4148  0.1725
H 0.7400 1.7285 1.7763  0.1859
H 2.0923 0.0883 -0.0854  0.1427

=====

4.
The following is a quantum chemistry calculation of the ion C4H6NO2 with charge +1 in a non-equilibrium geometry, from the OMol25 dataset.

## Properties
- Energy: -9820.5077 eV
- Total charge: +1

Last column: natural (NBO) charge in e.
Positions of all 13 atoms, in Å:
C -0.5050 1.7527 0.3552  -0.7419
C -0.9034 0.5751 -0.3982  0.8275
O -1.7617 0.1040 -0.9624  -0.3415
N 0.4585 -0.4632 -0.2718  -0.5706
C 0.0069 -1.8148 0.2930  -0.4378
C 1.5873 -0.1482 -0.7035  0.9557
O 2.6123 0.4061 -1.2081  -0.3579
H 0.6137 1.9563 0.0334  0.2765
H -1.2470 2.5796 0.1240  0.3029
H -0.5284 1.4703 1.4014  0.2933
H 0.4274 -2.0325 1.3823  0.2664
H 0.3851 -2.5065 -0.5153  0.2569
H -1.1456 -1.8789 0.4701  0.2705

=====

5.
The following is a quantum chemistry calculation of the ion C4H6NO2 with charge +1 in a non-equilibrium geometry, from the OMol25 dataset.

## Properties
- Energy: -9818.1364 eV
- Total charge: +1

Last column: natural (NBO) charge in e.
Positions of all 13 atoms, in Å:
C 0.7630 0.4976 -1.5717  -0.6110
C 0.1213 0.5813 -0.1522  -0.0163
C -1.1956 -0.0606 0.1771  0.0194
C -1.0140 -0.8895 1.2108  -0.1668
N 0.2719 -0.8084 1.6148  0.5029
O 0.8627 -1.3938 2.4065  -0.1046
O 1.0275 0.0800 0.7433  -0.2519
H 0.8233 -0.4725 -1.9422  0.2328
H 1.8352 0.8028 -1.4120  0.2581
H 0.3444 1.2039 -2.3645  0.2603
H 0.0389 1.6099 -0.0736  0.2596
H -2.0170 0.1741 -0.5552  0.2950
H -1.8617 -1.3247 1.9188  0.3225

=====

6.
The following is a quantum chemistry calculation of a cluster of 2 separate species, C4H6NO2S in total in a non-equilibrium geometry, from the OMol25 dataset.

## Properties
- Energy: -20660.7064 eV
- Total charge: -1

Last column: natural (NBO) charge in e.
Positions of all 14 atoms, in Å:
C 2.5605 -0.6528 0.9108  -0.6098
C -1.1502 1.9720 -0.7277  -0.5667
C 1.4496 -1.3265 1.0871  -0.0437
C -0.6156 1.0360 0.0711  -0.0177
N -0.8979 -0.2395 0.2122  -0.6761
O -2.5681 -2.1770 -0.2328  -0.9673
O -0.6077 -1.8372 -1.7357  -0.9887
S -1.7378 -1.1855 -1.0057  1.6907
H 3.3245 -0.8984 1.5435  0.1901
H 2.7548 0.3542 0.2962  0.1991
H -0.9058 2.9928 -0.6612  0.1747
H -2.0144 1.9236 -1.3696  0.1891
H 0.3712 -1.2531 0.6960  0.2327
H 0.0368 1.2916 0.9159  0.1935

=====

7.
The following is a quantum chemistry calculation of a cluster of 2 separate species, C4H6NO4 in total in a non-equilibrium geometry, from the OMol25 dataset.

## Properties
- Energy: -13918.4218 eV
- Total charge: -1

Last column: natural (NBO) charge in e.
Positions of all 15 atoms, in Å:
C -2.2117 -1.1347 -0.7070  -0.2893
O -0.7900 -1.1335 -0.2426  -0.5142
C -0.2317 0.2042 -0.5190  0.9533
O 0.0156 0.6326 -1.7869  -0.5692
O 0.0622 1.2260 0.5406  -0.4814
C -0.9514 2.3189 0.3662  0.5278
N -2.0884 2.9690 0.2236  -0.4047
H -2.8186 -0.2215 -0.2929  0.2004
H -2.1750 -1.0876 -1.8921  0.2046
H -2.6846 -2.1565 -0.3759  0.2079
C 2.8005 -0.3474 0.9524  -0.1765
O 3.6901 -1.1774 1.4761  -0.8837
H 3.0419 0.1003 -0.0266  0.0787
H 1.7926 -0.7483 0.7507  0.0700
H 2.5485 0.5559 1.5334  0.0764

=====

8.
The following is a quantum chemistry calculation of a structure of composition C4H6NO6 in a non-equilibrium geometry, from the OMol25 dataset.

## Properties
- ⟨S²⟩: 0.757
- Energy: -18009.4333 eV
- Spin multiplicity: 2

Last column: natural (NBO) charge in e.
Positions of all 17 atoms, in Å:
H -1.5349 1.2311 -1.3280  0.4194
C -1.9392 -0.0919 -0.9288  0.4435
O -2.9514 -0.6239 -0.7481  -0.4302
C -0.6983 -0.0936 0.1842  0.1669
C -0.8172 -1.1471 1.2206  -0.6551
C 0.6683 -0.0360 -0.4711  -0.1312
O 1.5781 0.2963 0.5492  -0.3345
N 2.8539 0.5284 -0.1325  0.6962
O 3.7596 0.9752 0.6173  -0.3210
O 2.8917 0.2492 -1.3233  -0.3340
O -1.0935 1.1449 0.7561  -0.2344
O -1.6419 1.8905 -0.5676  -0.4204
H -0.5126 -2.1011 0.8052  0.2297
H -0.2036 -0.8457 2.0651  0.2464
H -1.8986 -1.1904 1.5131  0.2442
H 0.8775 -0.9615 -0.9110  0.2021
H 0.6621 0.7756 -1.3002  0.2123

=====

9.
The following is a quantum chemistry calculation of a structure of composition C4H6NOS in a non-equilibrium geometry, from the OMol25 dataset.

## Properties
- Energy: -18615.1912 eV
- Total charge: -1

Last column: natural (NBO) charge in e.
Positions of all 13 atoms, in Å:
C 0.9054 -1.7540 0.5538  -0.0595
C 1.4252 -1.5205 -0.6774  -0.5811
C 0.5579 0.7542 0.2694  -0.2910
C -0.8500 1.1382 -0.0887  -0.6343
N 0.3413 -0.7974 1.2989  -0.0428
O 0.3987 -0.6369 2.5752  -0.6968
S 1.5435 0.2112 -1.0991  0.1314
H 0.8435 -2.7648 0.9368  0.1910
H 1.4425 -2.2135 -1.5019  0.1933
H 1.0735 1.4873 0.8819  0.1922
H -1.4399 1.2811 0.8157  0.2074
H -1.3114 0.3539 -0.6875  0.2081
H -0.8775 2.0629 -0.6710  0.1821

=====

10.
The following is a quantum chemistry calculation of an isolated molecule of C4H6NP in a non-equilibrium geometry, from the OMol25 dataset.

## Properties
- Energy: -15021.0172 eV

Last column: natural (NBO) charge in e.
Positions of all 12 atoms, in Å:
N 3.4726 -0.6830 -0.0104  -0.6227
C 2.4271 -0.0668 -0.0295  0.0405
P 1.1898 1.0413 -0.1045  0.4276
C -0.3100 -0.0366 -0.1043  -0.5125
C -1.5421 0.2832 -0.8798  -0.4171
C -1.6845 0.3016 0.5993  -0.4124
H 4.0262 -0.8971 0.8564  0.3985
H -0.1722 -1.0477 0.1083  0.2242
H -1.3773 1.2120 -1.4133  0.2191
H -2.1777 -0.4909 -1.2877  0.2249
H -2.1502 -0.6905 0.9041  0.2040
H -1.7017 1.0745 1.3613  0.2257

=====

11.
The following is a quantum chemistry calculation of an isolated molecule of C4H6NP in a non-equilibrium geometry, from the OMol25 dataset.

## Properties
- Energy: -15021.5263 eV

Last column: natural (NBO) charge in e.
Positions of all 12 atoms, in Å:
C 0.7926 -1.6352 -0.0643  0.1043
N 1.9706 -1.3807 -0.4110  -0.6314
P 2.6737 0.3185 0.1750  0.7458
C 1.3108 1.2769 -0.1786  -0.5933
C -0.0075 0.6649 -0.3956  -0.4422
C -0.0873 -0.6105 0.5269  -0.4711
H 0.5559 -2.6151 -0.3199  0.1807
H 1.5595 2.2506 -0.2948  0.2143
H -0.8614 1.4195 0.0264  0.2204
H -0.3572 0.2770 -1.3119  0.2359
H -1.0101 -1.0752 0.6745  0.2165
H 0.3323 -0.3887 1.4516  0.2202

=====

12.
The following is a quantum chemistry calculation of a cluster of 2 separate species, C4H6NP in total in a non-equilibrium geometry, from the OMol25 dataset.

## Properties
- Energy: -15017.5197 eV

Last column: natural (NBO) charge in e.
Positions of all 12 atoms, in Å:
C 1.5130 1.4827 0.1850  -0.3528
C 0.2496 1.1907 0.2648  -0.2092
C -0.1908 -0.2180 0.0174  -0.3451
C -1.3143 -0.8125 0.2106  0.0275
N -0.6394 -3.1058 -0.0478  -0.7991
P 0.1250 -2.9223 -1.3777  0.7083
H 1.8116 2.4757 0.6409  0.2118
H 2.1924 0.7907 -0.2432  0.2023
H -0.5110 1.8105 0.6635  0.2066
H 0.4947 -0.8439 -0.5939  0.1999
H -2.2473 -0.7253 0.8030  0.2149
H 0.9503 -4.1934 -1.3326  -0.0650

=====

13.
The following is a quantum chemistry calculation of an isolated molecule of C4H6NP in a non-equilibrium geometry, from the OMol25 dataset.

## Properties
- Energy: -15021.9652 eV

Last column: natural (NBO) charge in e.
Positions of all 12 atoms, in Å:
H -1.2818 -0.5522 -2.7966  0.3390
N -0.3978 -0.1491 -2.4744  -0.6223
C -0.4014 -0.0602 -1.2123  0.0811
C 0.8446 0.2053 -0.4025  -0.5113
C 0.5368 0.1977 1.1316  -0.4413
C -0.9207 -0.1064 1.3403  -0.5291
P -1.8538 -0.5156 0.0175  0.5300
H 1.5396 -0.6960 -0.4506  0.2439
H 1.3098 1.1501 -0.8860  0.2514
H 0.5964 1.1591 1.6861  0.2246
H 1.1838 -0.6650 1.7215  0.2224
H -1.1555 0.0323 2.3255  0.2117

=====

14.
The following is a quantum chemistry calculation of the ion C4H6NS with charge +1 in a non-equilibrium geometry, from the OMol25 dataset.

## Properties
- Energy: -16560.4527 eV
- Total charge: +1

Last column: natural (NBO) charge in e.
Positions of all 12 atoms, in Å:
C -0.9608 0.3110 -0.5385  0.0588
C -1.5396 -0.8324 -1.0486  -0.5125
C 0.6442 -1.5158 0.0098  -0.2503
C 1.0516 1.1725 0.7001  -0.4463
N 0.1514 0.2105 0.1662  -0.2777
S -0.6391 -2.2396 -0.7527  0.7796
H -1.6471 1.2886 -0.3928  0.2843
H -2.4718 -0.8345 -1.7067  0.3098
H 1.4699 -1.8998 0.7197  0.3074
H 2.1608 1.1582 0.4077  0.2634
H 0.6119 2.1182 0.5702  0.2411
H 1.1686 1.0630 1.8655  0.2423

=====

15.
The following is a quantum chemistry calculation of the ion C4H6NS with charge +1 in a non-equilibrium geometry, from the OMol25 dataset.

## Properties
- Energy: -16560.0239 eV
- Total charge: +1

Last column: natural (NBO) charge in e.
Positions of all 12 atoms, in Å:
C 0.2789 2.4739 -0.1511  -0.0595
C -1.0004 -0.7384 -0.0709  0.0051
C 0.1827 1.2683 0.1075  0.0585
C 1.4832 -0.6395 -0.0349  -0.4167
N 0.1371 -0.1054 0.0741  -0.3491
S -2.4973 -0.0044 -0.0506  0.3055
H 0.3324 3.4638 0.0183  0.2481
H -1.1220 -1.8023 0.1619  0.2666
H 1.2851 -1.7454 0.0139  0.2223
H 2.1599 -0.4245 0.8502  0.2671
H 1.9249 -0.4665 -1.0283  0.2553
H -3.1645 -1.2798 0.1100  0.1970

=====

16.
The following is a quantum chemistry calculation of an isolated molecule of C4H6O, from the OMol25 dataset.

## Properties
- Energy: -6291.3755 eV

Last column: natural (NBO) charge in e.
Positions of all 11 atoms, in Å:
C -1.5701 -0.2092 0.0836  -0.3950
C -0.4042 -0.5415 0.6325  -0.1632
C 0.8607 -0.5552 -0.1920  -0.5494
C 1.0208 0.9479 -0.3455  0.4522
O 1.5172 1.6523 0.4974  -0.5272
H -1.6750 -0.1427 -0.9983  0.1894
H -2.4324 0.0677 0.6789  0.2084
H -0.2726 -0.5636 1.7132  0.2153
H 1.7251 -0.9779 0.3250  0.2362
H 0.7161 -1.0538 -1.1564  0.2226
H 0.5146 1.3759 -1.2384  0.1108

=====

17.
The following is a quantum chemistry calculation of a structure of composition C4H6O in a non-equilibrium geometry, from the OMol25 dataset.

## Properties
- Energy: -6289.4138 eV

Last column: natural (NBO) charge in e.
Positions of all 11 atoms, in Å:
O -0.7216 2.1767 0.8588  -0.5954
C 0.0854 1.4817 0.2730  0.3794
C -0.3054 -0.4512 0.5110  -0.2067
C -0.2466 0.4738 -0.7349  -0.4796
C 0.4713 -1.4771 0.2100  -0.3019
H 1.1743 1.4390 0.4956  0.1147
H -1.2411 -0.4761 1.0665  0.2332
H -1.2457 0.3978 -1.1757  0.2415
H 0.5207 0.1881 -1.4711  0.2199
H 0.0755 -2.4713 0.2238  0.2056
H 1.4333 -1.2814 -0.2570  0.1893

=====

18.
The following is a quantum chemistry calculation of a cluster of 2 separate species, C4H6O in total in a non-equilibrium geometry, from the OMol25 dataset.

## Properties
- Energy: -6287.8632 eV

Last column: natural (NBO) charge in e.
Positions of all 11 atoms, in Å:
C -2.0785 1.1711 -0.0561  -0.7678
C -2.1854 -0.0847 -0.1821  0.1575
C 0.9688 0.1413 0.1146  0.4385
C 2.2772 -0.2960 -0.3494  -0.7319
O 0.7006 1.2513 0.4709  -0.5352
H -3.0805 1.3288 -0.3415  0.3015
H -1.4829 2.0156 0.1447  0.2972
H 0.2265 -0.7102 0.0891  0.1127
H 2.4214 -1.4423 -0.3070  0.2282
H 2.2044 -0.1415 -1.4635  0.2537
H 3.1857 0.1689 0.0964  0.2453

=====

19.
The following is a quantum chemistry calculation of an isolated molecule of C4H6O, from the OMol25 dataset.

## Properties
- Energy: -6290.5730 eV

Last column: natural (NBO) charge in e.
Positions of all 11 atoms, in Å:
C 2.1400 0.3145 0.5520  -0.2504
C 1.0631 0.5817 0.0807  -0.0174
C -0.3070 0.7945 -0.3925  -0.5114
C -1.1211 -0.5194 -0.2903  -0.0436
O -0.8024 -1.2800 0.8458  -0.7107
H 3.0959 0.0936 0.9736  0.2410
H -0.2994 1.1411 -1.4329  0.2381
H -0.7681 1.5852 0.2106  0.2370
H -0.9841 -1.1016 -1.2147  0.1568
H -2.1820 -0.2689 -0.2088  0.1841
H 0.1650 -1.3407 0.8767  0.4766